# 1
Computed, not measured: 2 unconnected molecules or ions with the total composition C2H5N3O2S at a distorted geometry, with ωB97M-V/def2-TZVPD.

```
13
Properties=species:S:1:pos:R:3:forces:R:3:nbo_charge:R:1
C -0.832646 1.004540 1.389318 1.272 1.318 3.831 -0.147
C -0.035641 -0.369354 -0.114044 -0.548 -5.201 0.825 -0.022
N -1.685865 0.932305 0.259195 -1.206 2.148 0.736 -0.105
N -1.208215 0.191961 -0.571979 -1.010 -1.170 -2.645 -0.161
N 0.321605 0.153967 1.058620 -0.770 1.175 1.180 -0.624
O 0.962895 -0.310225 -2.485863 0.509 0.826 0.096 -0.926
O 2.353209 -1.142943 -0.625722 0.300 0.201 0.253 -0.933
S 1.030909 -1.324335 -1.188992 -0.255 -0.185 -1.185 1.565
H -0.420674 2.026616 1.713112 -0.978 -0.959 -1.074 0.224
H -1.432857 0.744866 2.355910 0.924 -0.367 -1.667 0.221
H -0.683420 -1.936951 0.340961 0.696 2.361 -0.970 -0.019
H 0.407690 -0.517227 -3.249650 -0.101 -0.561 0.415 0.514
H 1.223008 0.546778 1.119136 1.167 0.413 0.206 0.414
```
Positions in Å, forces in eV/Å.

The calculation puts the energy above the lowest of the compared OMol25 structures with the same formula, charge and spin at 133.6 kcal/mol. The LUMO energy (spin up / spin down) is -0.6 / -0.6 eV. Its orbital gap (spin up / spin down) is 8.2923 / 8.2905 eV. The total charge is 0. The molecular weight is 135.1 g mol⁻¹.



# 2
Computed, not measured: a molecular structure, C4H4CuO2 at a distorted geometry, with ωB97M-V/def2-TZVPD.

```
11
Properties=species:S:1:pos:R:3:forces:R:3:nbo_charge:R:1
H -1.680360 -0.155993 -0.255844 0.162 0.016 0.211 0.274
O 0.362359 -2.734159 -1.365439 -0.122 0.213 -0.284 -0.162
C 0.487218 -1.746110 -0.854137 0.151 -0.038 1.027 0.836
C 0.645584 -0.483065 -0.221401 -0.246 -2.014 1.329 -0.146
C -0.758772 0.314581 0.097349 1.066 1.720 -1.992 0.133
C -0.320985 1.605488 -0.374037 -1.557 0.130 1.130 -0.231
H 1.664093 -0.088935 -0.324004 -0.595 0.391 0.007 0.331
H 0.430256 2.157994 0.192928 -0.121 -0.080 -0.396 0.244
H -0.819465 1.994267 -1.262208 0.248 0.087 0.259 0.269
O -0.051473 -0.325454 1.105764 0.998 -0.419 -1.340 -0.539
Cu 0.041544 -0.538615 3.261030 0.016 -0.006 0.050 0.992
```
Positions in Å, forces in eV/Å.

The calculation puts the energy above the lowest of the compared OMol25 structures with the same formula, charge and spin at 44.7 kcal/mol. The LUMO energy (spin up / spin down) is -10.4 / -10.4 eV. As for the expectation value of S²: 0.7671. Its orbital gap (spin up / spin down) is 7.0109 / 10.0507 eV. The total charge is +2. Its multiplicity is 2. The molecular weight is 147.6 g mol⁻¹.



# 3
Computed, not measured: 5 unconnected molecules or ions with the total composition C29H50F13N3O9Si, with ωB97M-V/def2-TZVPD.

```
105
Properties=species:S:1:pos:R:3:forces:R:3:mulliken_charge:R:1
C 0.591469 -0.592048 0.778433 -0.335 0.610 -0.101 -1.177
C 0.073547 -0.416475 -0.663664 -0.238 -0.586 0.248 -0.454
Si -1.773249 -0.765783 -0.738341 0.287 0.494 -0.405 -0.017
F -2.039443 -1.955173 0.324442 -0.100 -0.199 0.079 -0.265
C -2.226688 -1.326822 -2.467172 -0.193 -0.392 0.398 -0.670
C -3.618111 -1.970870 -2.693445 0.036 0.490 -0.145 -1.248
C -4.665820 -1.720475 -1.616722 -0.563 -0.373 -0.410 0.587
C -6.050729 -2.224766 -2.048585 0.022 -0.039 0.539 -0.700
C -7.018128 -2.246818 -0.864508 0.015 0.168 0.000 -0.655
O -8.294165 -1.789988 -1.266983 -0.067 -0.083 -0.057 -0.363
C -9.112083 -1.425139 -0.173299 0.147 -0.185 -0.196 -0.695
C -2.656395 0.783117 -0.176242 0.182 -0.120 0.089 -0.626
C -2.520497 1.933133 -1.192507 -0.240 0.155 0.137 -0.727
C -3.705205 2.061452 -2.166182 0.365 0.093 0.048 -0.076
C -4.117395 3.506828 -2.449187 -0.019 0.102 -0.259 -1.451
N -4.580972 4.286320 -1.303656 0.060 -0.056 0.330 -0.243
C -5.682944 3.757639 -0.617689 -0.316 0.064 -0.262 0.285
N -6.835191 3.838558 -1.142141 0.222 -0.267 0.029 -0.650
N -5.383617 3.121174 0.650929 0.184 0.359 -0.009 -0.486
H -0.143187 -0.173648 1.472808 0.050 -0.166 0.192 0.341
H 0.746140 -1.639176 1.023277 0.007 -0.027 0.071 0.322
H 1.507694 -0.031990 0.956049 0.166 -0.162 -0.052 0.082
H 0.286356 0.585212 -1.036142 0.025 0.035 -0.094 0.398
H 0.556739 -1.139946 -1.323399 0.205 0.162 -0.106 0.349
H -2.082132 -0.457308 -3.113116 -0.012 0.054 -0.040 0.435
H -1.459825 -2.047916 -2.760831 0.111 0.077 -0.070 0.559
H -4.029545 -1.571028 -3.624040 0.015 -0.133 -0.106 0.248
H -3.506639 -3.044126 -2.844155 -0.004 -0.070 0.046 0.429
H -4.410964 -2.233068 -0.686667 0.240 0.188 0.119 0.087
H -4.774541 -0.650750 -1.437182 0.180 0.025 0.232 -0.140
H -6.474972 -1.571117 -2.808763 0.021 -0.044 -0.153 0.394
H -5.969179 -3.237208 -2.443855 0.009 0.025 -0.259 0.328
H -7.094762 -3.261421 -0.454904 -0.056 -0.019 0.075 0.326
H -6.647040 -1.609314 -0.050114 0.077 0.109 -0.042 0.370
H -8.874058 -0.409296 0.155143 -0.021 0.038 0.105 0.215
H -10.146882 -1.473279 -0.502748 -0.037 0.086 -0.004 0.260
H -8.977893 -2.115059 0.663781 -0.053 -0.020 0.077 0.331
H -2.179896 1.080191 0.763699 0.028 -0.031 0.043 0.683
H -3.703563 0.619343 0.073179 -0.065 -0.018 0.007 0.319
H -1.596170 1.841230 -1.768539 0.066 0.007 -0.012 0.336
H -2.418545 2.863663 -0.630460 -0.032 0.033 -0.001 0.408
H -3.415194 1.635675 -3.129491 -0.220 -0.186 -0.035 0.425
H -4.562488 1.497437 -1.794069 -0.081 0.011 -0.031 0.118
H -4.909430 3.508290 -3.196418 -0.039 0.062 -0.024 0.451
H -3.265130 4.036718 -2.876282 -0.005 0.091 -0.040 0.467
H -3.831939 4.513184 -0.666242 0.067 -0.286 0.055 0.361
H -7.512649 3.365091 -0.548501 -0.070 0.003 -0.057 0.253
H -5.835333 2.216089 0.679871 -0.076 -0.033 0.043 0.197
H -5.771812 3.675709 1.405366 0.005 -0.031 0.090 0.263
C 6.994789 -1.600373 2.648971 -0.028 0.206 -0.134 -1.115
C 5.776933 -2.324835 2.120453 0.189 -0.267 0.283 -0.255
O 4.931081 -1.449209 1.339920 -0.068 0.068 0.006 -0.293
C 5.336422 -1.186270 0.112794 0.024 -0.136 0.200 0.330
O 6.312156 -1.605292 -0.435652 0.034 0.040 -0.164 -0.517
C 4.319003 -0.249616 -0.564334 -0.070 0.095 0.006 0.857
F 4.017996 0.787620 0.224688 0.061 0.139 0.090 -0.206
F 3.184460 -0.903439 -0.817121 -0.042 -0.189 -0.129 -0.223
F 4.797709 0.223924 -1.706516 0.085 0.026 -0.129 -0.225
H 6.695832 -0.727512 3.229955 -0.008 -0.049 0.064 0.308
H 7.570984 -2.266669 3.289323 -0.022 -0.023 0.020 0.387
H 7.639069 -1.262636 1.838872 0.014 -0.069 -0.023 0.305
H 5.144083 -2.661266 2.937765 -0.103 0.066 -0.048 0.332
H 6.046120 -3.192216 1.519150 0.018 0.080 -0.112 0.334
C 8.032544 -0.138669 -3.166549 0.159 0.034 -0.189 -1.187
C 7.081149 -1.179917 -3.711396 -0.106 0.082 0.410 -0.089
O 7.314792 -1.433588 -5.115221 -0.021 0.035 -0.084 -0.339
C 8.355038 -2.194036 -5.405631 -0.134 0.033 0.108 0.320
O 9.111391 -2.713491 -4.641267 0.101 -0.064 0.023 -0.511
C 8.451202 -2.368444 -6.934127 0.035 0.018 0.048 0.915
F 8.367758 -1.193155 -7.560251 -0.009 0.130 -0.081 -0.248
F 7.451400 -3.143699 -7.367722 -0.130 -0.085 -0.051 -0.256
F 9.598398 -2.940579 -7.266247 0.152 -0.085 -0.044 -0.238
H 7.962227 0.781574 -3.748002 -0.063 0.018 0.045 0.340
H 7.782963 0.076738 -2.129101 -0.044 -0.018 0.007 0.323
H 9.064284 -0.484451 -3.208401 -0.013 -0.058 0.045 0.377
H 6.056449 -0.824720 -3.657375 -0.032 -0.019 -0.156 0.261
H 7.143255 -2.114532 -3.156542 0.113 -0.039 -0.072 0.318
C -3.162366 -2.590128 3.240314 -0.091 0.210 0.213 -0.949
C -2.123480 -3.494336 3.861490 -0.086 -0.193 -0.396 -0.314
O -1.511519 -2.891932 5.022776 0.070 0.068 0.029 -0.321
C -2.224420 -2.912102 6.135510 0.046 -0.073 -0.144 0.324
O -3.305736 -3.391802 6.296256 -0.100 -0.022 0.065 -0.516
C -1.424957 -2.237052 7.267343 -0.055 0.003 -0.029 0.928
F -0.942381 -1.054887 6.877456 0.059 0.137 -0.036 -0.249
F -0.393597 -3.011373 7.620701 0.133 -0.091 0.032 -0.255
F -2.190899 -2.047972 8.330026 -0.102 0.018 0.148 -0.239
H -2.722847 -1.623955 2.992579 0.030 -0.040 -0.099 0.247
H -3.544460 -3.039854 2.325477 0.051 -0.003 -0.034 0.260
H -3.997924 -2.417512 3.917804 -0.003 -0.096 0.024 0.438
H -1.301416 -3.658829 3.168782 0.083 0.055 0.079 0.343
H -2.536492 -4.464853 4.134578 -0.047 0.055 0.130 0.310
C 2.012305 3.072758 3.104522 -0.034 0.228 0.055 -1.266
C 2.904851 3.280212 1.900418 -0.069 -0.428 0.078 0.024
O 2.863480 4.644390 1.432914 -0.054 0.061 -0.043 -0.344
C 3.560384 5.521661 2.135827 -0.007 -0.149 -0.066 0.291
O 4.236057 5.305971 3.096126 0.069 0.031 0.093 -0.511
C 3.413951 6.919139 1.502468 -0.008 -0.032 0.053 0.932
F 2.132435 7.209767 1.270831 -0.146 0.042 -0.030 -0.248
F 4.068746 6.960445 0.337891 0.072 -0.002 -0.150 -0.253
F 3.918138 7.846175 2.301188 0.077 0.127 0.106 -0.238
H 0.990534 3.378143 2.876246 -0.013 -0.077 -0.035 0.344
H 2.009766 2.020223 3.386742 -0.002 -0.022 -0.035 0.356
H 2.354424 3.656432 3.957575 0.064 -0.038 0.006 0.389
H 2.553445 2.686441 1.060786 -0.009 0.121 -0.091 0.202
H 3.936995 2.997562 2.104178 0.028 0.129 0.055 0.328
```
Positions in Å, forces in eV/Å.

The LUMO energy is 0.1 eV. Its orbital gap is 9.4242 eV. The total charge is 0. The molecular weight is 859.8 g mol⁻¹.